*w*
This record from OMol25 describes a 2-piece molecular cluster, C4H9NOS overall. The level of theory is wB97M-V/def2-TZVPD.

Values from the calculation:
2S+1   1
Gap between HOMO and LUMO   7.193 eV
Highest occupied orbital energy   -8.3058 eV
LUMO energy   -1.113 eV

Geometry (Å):
C -0.83927 -0.89097 0.64438
N -0.09067 -1.29175 -0.52461
C -0.67789 -1.35116 -1.76126
O -0.12959 -1.55164 -2.80504
C -0.04381 -0.36153 1.69038
C 0.01846 1.10745 1.77141
S 1.01971 1.90000 0.41698
H -1.46529 -1.70277 0.95353
H -1.62026 0.14852 0.33621
H 0.88258 -1.05090 -0.47636
H -1.77921 -1.23718 -1.71984
H -0.18729 -0.85980 2.65050
H -2.34911 0.60900 0.23174
H 0.35179 1.51564 2.71930
H -0.97278 1.57731 1.57499
H 2.02166 1.03524 0.61255

Now the Mulliken charges, all in e: atom 1 (C): 0.08, atom 2 (N): -0.09, atom 3 (C): 0.06, atom 4 (O): -0.50, atom 5 (C): -0.56, atom 6 (C): -0.59, atom 7 (S): -0.21, atom 8 (H): 0.41, atom 9 (H): -0.41, atom 10 (H): 0.28, atom 11 (H): 0.31, atom 12 (H): 0.25, atom 13 (H): 0.23, atom 14 (H): 0.39, atom 15 (H): 0.22, atom 16 (H): 0.12

***

*x*
This record from OMol25 describes a 2-piece molecular cluster, C4H9NOS overall. The level of theory is wB97M-V/def2-TZVPD.

Values from the calculation:
2S+1   1
Gap between HOMO and LUMO   9.144 eV
Highest occupied orbital energy   -8.9802 eV
LUMO energy   0.164 eV

Geometry (Å):
C 0.40193 0.41858 -1.65500
C 0.18924 1.69173 -0.96509
C 0.05416 -0.80680 2.27335
C -1.17716 -0.50207 2.43783
N -0.74849 -0.48118 -1.57894
O 1.26073 -0.51537 -0.97051
S 0.15089 -1.67681 -1.17614
H 0.91882 0.63996 -2.59218
H -0.65272 2.14853 -1.45838
H 1.03665 2.31911 -1.29240
H 0.01281 1.52213 0.05237
H 0.85809 -2.13168 -2.37312
H 0.83639 -0.97656 3.08628
H 0.39262 -0.97468 1.30845
H -1.89373 -0.46316 1.56407
H -1.64023 -0.21175 3.33943

Now the Mulliken charges, all in e: atom 1 (C): 0.33, atom 2 (C): -1.18, atom 3 (C): -0.20, atom 4 (C): -0.39, atom 5 (N): -0.46, atom 6 (O): -0.32, atom 7 (S): 0.30, atom 8 (H): 0.32, atom 9 (H): 0.33, atom 10 (H): 0.32, atom 11 (H): 0.25, atom 12 (H): 0.10, atom 13 (H): 0.20, atom 14 (H): -0.11, atom 15 (H): 0.23, atom 16 (H): 0.27

***

Which of them is the most stable? Correct choice: *w*.

***

*w*
This record from OMol25 describes a single C4H4O3 molecule. The level of theory is wB97M-V/def2-TZVPD.

Values from the calculation:
2S+1   1
Structure (SMILES)   O=CC1(C=O)CO1
Gap between HOMO and LUMO   10.186 eV
Highest occupied orbital energy   -10.0446 eV
LUMO energy   0.142 eV

Geometry (Å):
O -2.03028 0.96626 0.57614
C -0.89989 1.11940 0.18232
C 0.03478 -0.03040 -0.15924
C 1.36601 0.34845 -0.73543
O 1.69452 1.49345 -0.93270
C -0.34034 -1.24138 0.60259
O -0.35980 -1.27172 -0.79339
H -0.40577 2.10780 0.20450
H 1.94937 -0.51425 -1.10976
H 0.34904 -1.83675 1.19224
H -1.35763 -1.14084 0.97272

Now the Mulliken charges, all in e: atom 1 (O): -0.47, atom 2 (C): -0.12, atom 3 (C): 0.79, atom 4 (C): -0.11, atom 5 (O): -0.47, atom 6 (C): -0.43, atom 7 (O): -0.40, atom 8 (H): 0.35, atom 9 (H): 0.34, atom 10 (H): 0.25, atom 11 (H): 0.28

***

*x*
This record from OMol25 describes a single C4H4O3 molecule. The level of theory is wB97M-V/def2-TZVPD.

Values from the calculation:
2S+1   1
Gap between HOMO and LUMO   9.556 eV
Highest occupied orbital energy   -9.5092 eV
LUMO energy   0.047 eV

Geometry (Å):
C 0.43884 1.47935 -0.13193
C -0.09687 0.09145 0.03514
O -1.51314 -0.02224 0.38354
C -0.60692 -0.54531 1.23721
O -0.57908 -1.05642 2.30572
C 0.06556 -2.04374 -0.68603
O 0.25479 -0.78726 -1.02546
H 0.26608 2.04984 0.78370
H -0.07119 1.98329 -0.95950
H 1.51182 1.45533 -0.33756
H 0.33010 -2.60429 -1.60483

Now the Mulliken charges, all in e: atom 1 (C): -1.14, atom 2 (C): 1.20, atom 3 (O): -0.40, atom 4 (C): 0.21, atom 5 (O): -0.49, atom 6 (C): -0.33, atom 7 (O): -0.24, atom 8 (H): 0.35, atom 9 (H): 0.29, atom 10 (H): 0.33, atom 11 (H): 0.23

***

Which of them is the most stable? Correct choice: *w*.

***

*w*
This record from OMol25 describes a single C7H6ClNO3 molecule. The level of theory is wB97M-V/def2-TZVPD.

Values from the calculation:
2S+1   1
Structure (SMILES)   O=C(Cl)[C@@]1([N+](=O)[O-])C=CC=CC1
Gap between HOMO and LUMO   9.287 eV
Highest occupied orbital energy   -9.3249 eV
LUMO energy   -0.037 eV

Geometry (Å):
O -1.43475 2.04321 1.40721
C -1.72413 1.05770 0.76351
Cl -3.38377 0.83799 0.07669
C -0.74080 0.00754 0.18464
N -1.51332 -1.25505 -0.17275
O -1.71234 -1.38708 -1.34689
O -1.85825 -1.89444 0.74387
C -0.07339 0.65824 -1.39413
C 1.21809 0.40057 -1.56071
C 2.13889 -0.18533 -0.56271
C 1.68055 -0.55647 0.66873
C 0.33212 -0.18821 1.19509
H -0.72530 1.04477 -2.13721
H 1.72803 0.70466 -2.44224
H 3.19352 -0.43930 -0.80427
H 2.44001 -0.95397 1.40724
H 0.02889 -0.75111 2.13916
H 0.40595 0.85628 1.83476

Now the Mulliken charges, all in e: atom 1 (O): -0.46, atom 2 (C): 0.45, atom 3 (Cl): -0.17, atom 4 (C): 0.51, atom 5 (N): 0.96, atom 6 (O): -0.54, atom 7 (O): -0.58, atom 8 (C): -0.73, atom 9 (C): -0.27, atom 10 (C): -0.20, atom 11 (C): -0.52, atom 12 (C): -0.63, atom 13 (H): 0.45, atom 14 (H): 0.42, atom 15 (H): 0.32, atom 16 (H): 0.30, atom 17 (H): 0.42, atom 18 (H): 0.27

***

*x*
This record from OMol25 describes a single C7H6ClNO3 molecule. The level of theory is wB97M-V/def2-TZVPD.

Values from the calculation:
2S+1   1
Structure (SMILES)   O=C(Cl)[C@@]1([N+](=O)[O-])C=CC=CC1
Gap between HOMO and LUMO   9.321 eV
Highest occupied orbital energy   -9.3104 eV
LUMO energy   0.011 eV

Geometry (Å):
O -2.09198 1.26129 -0.64751
C -1.77019 0.12303 -0.53635
Cl -2.95695 -1.15283 -0.38776
C -0.34674 -0.45135 -0.57804
N -0.18230 -1.55961 -1.54135
O -0.55109 -1.26137 -2.61098
O 0.50496 -2.46135 -1.24426
C 0.60435 0.76979 -0.99947
C 1.02804 1.59493 -0.04928
C 1.00889 1.35271 1.34369
C 0.49663 0.20037 1.79142
C 0.03959 -0.82960 0.80764
H 0.62932 0.82394 -2.03714
H 1.65008 2.45975 -0.26042
H 1.32168 2.16567 2.05372
H 0.48293 -0.10928 2.91645
H 0.90352 -1.38803 0.66957
H -0.77073 -1.53807 1.31005

Now the Mulliken charges, all in e: atom 1 (O): -0.41, atom 2 (C): 0.51, atom 3 (Cl): -0.17, atom 4 (C): 0.64, atom 5 (N): 1.04, atom 6 (O): -0.58, atom 7 (O): -0.64, atom 8 (C): -0.87, atom 9 (C): -0.26, atom 10 (C): -0.27, atom 11 (C): -0.44, atom 12 (C): -0.72, atom 13 (H): 0.49, atom 14 (H): 0.37, atom 15 (H): 0.32, atom 16 (H): 0.28, atom 17 (H): 0.41, atom 18 (H): 0.28

***

Which of them is the most stable? Correct choice: *x*.

***

*w*
This record from OMol25 describes an isolated ion of composition C3H2ClO3 and charge -1. The level of theory is wB97M-V/def2-TZVPD.

Values from the calculation:
Charge   -1
2S+1   1
Gap between HOMO and LUMO   7.293 eV
Highest occupied orbital energy   -3.3063 eV
LUMO energy   3.987 eV

Geometry (Å):
C -1.37246 1.08074 0.89919
C 0.42397 -1.99382 -0.12463
C 1.36578 -1.12002 -0.75795
O 1.81561 -0.47876 -1.66384
O 1.70604 -1.44640 0.47302
O -0.84182 1.84046 -0.12877
Cl -1.00830 -0.88525 0.45143
H -0.63610 1.20511 1.72594
H -1.45272 1.79793 -0.87438

Now the Mulliken charges, all in e: atom 1 (C): -0.26, atom 2 (C): -0.35, atom 3 (C): 0.65, atom 4 (O): -0.60, atom 5 (O): -0.33, atom 6 (O): -0.42, atom 7 (Cl): -0.08, atom 8 (H): 0.08, atom 9 (H): 0.32

***

*x*
This record from OMol25 describes an isolated ion of composition C3H2ClO3 and charge -1. The level of theory is wB97M-V/def2-TZVPD.

Values from the calculation:
Charge   -1
2S+1   1
Structure (SMILES)   O=C([O-])[C@]1(Cl)CO1
Gap between HOMO and LUMO   8.112 eV
Highest occupied orbital energy   -4.4416 eV
LUMO energy   3.670 eV

Geometry (Å):
O -2.39304 -0.86143 -0.26450
C -1.17608 -0.99764 -0.21475
O -0.42961 -1.96869 -0.26448
C -0.44615 0.33612 0.07201
Cl -1.02965 1.98578 -0.41143
C 1.35327 0.36506 0.17764
O 0.47007 0.53585 1.16152
H 1.73343 -0.73721 -0.03338
H 1.91774 1.34217 -0.22262

Now the Mulliken charges, all in e: atom 1 (O): -0.67, atom 2 (C): 0.43, atom 3 (O): -0.69, atom 4 (C): 0.39, atom 5 (Cl): -0.26, atom 6 (C): -0.29, atom 7 (O): -0.32, atom 8 (H): 0.21, atom 9 (H): 0.21

***

Which of them is the most stable? Correct choice: *x*.